1.
C16H15F3O2 | the ωB97M-V functional and the def2-TZVPD basis

```
36
Properties=species:S:1:pos:R:3:forces:R:3
C 2.39267 1.13443 1.39789 -0.177 -0.059 -0.334
O 1.03946 1.18931 0.92354 0.641 -0.246 0.498
C 0.33336 0.00763 0.83429 -0.688 -0.141 -0.663
O 0.32777 -0.49822 -0.51906 0.374 -0.424 -0.401
C 1.45298 -1.08857 -1.03144 0.374 0.566 0.381
C 2.10496 -2.10655 -0.34692 -0.025 -0.019 -0.173
C 3.28752 -2.62117 -0.86637 0.109 -0.040 -0.124
C 3.85415 -2.07903 -2.01952 0.044 0.090 -0.116
C 3.21602 -1.03747 -2.69947 -0.288 -0.366 0.302
C 1.98777 -0.58210 -2.23361 -0.104 -0.089 0.400
C 1.22953 0.50760 -2.93307 -0.564 0.556 -0.167
F 1.74929 0.79267 -4.16621 -0.397 -0.163 0.945
F 1.25347 1.66826 -2.20734 -0.102 -0.765 -0.743
F -0.08356 0.16755 -3.11992 1.178 0.444 -0.013
C -1.13876 0.29023 1.03933 -0.061 0.738 -0.434
C -2.06936 -0.74748 1.08377 0.380 0.340 0.387
C -3.40397 -0.44637 1.30707 -0.025 0.104 -0.064
C -3.82123 0.88484 1.44718 0.267 -0.053 -0.059
C -5.26359 1.19762 1.70687 -0.259 0.018 0.036
C -2.89121 1.91502 1.29126 0.008 -0.202 -0.264
C -1.56131 1.62471 1.00270 -0.036 -0.555 0.650
H 2.58233 2.06996 1.93799 -0.064 -0.269 -0.135
H 2.54363 0.27985 2.07676 -0.035 0.237 -0.204
H 3.08087 1.06621 0.54095 -0.116 -0.068 0.303
H 0.69939 -0.77582 1.52063 0.104 0.331 -0.127
H 1.67398 -2.48009 0.58296 0.173 -0.006 -0.313
H 3.76783 -3.45919 -0.36270 -0.020 0.244 -0.103
H 4.79472 -2.46578 -2.40771 -0.201 0.061 0.155
H 3.65463 -0.57941 -3.58049 -0.083 -0.189 0.080
H -1.70413 -1.76510 0.94628 -0.275 0.108 0.163
H -4.13986 -1.24683 1.37739 0.124 0.153 -0.040
H -5.41045 2.27986 1.77929 -0.077 -0.205 0.040
H -5.88955 0.82013 0.88852 0.061 0.093 0.163
H -5.61267 0.72547 2.63371 0.030 0.138 -0.155
H -3.20511 2.95496 1.38244 -0.035 -0.240 -0.139
H -0.83156 2.40287 0.79305 -0.237 -0.124 0.270
```
Positions in Å, forces in eV/Å.

The energy above the lowest of the compared OMol25 structures with the same formula, charge and spin is 0.0 kJ/mol. As for the highest occupied orbital energy: -8.806 eV. For the gap between HOMO and LUMO, the calculation gives 9.54 eV. Its lowest unoccupied orbital energy is 0.74 eV. As for the SMILES: CO[C@H](Oc1ccccc1C(F)(F)F)c1ccc(C)cc1.

2.
C2H5O2S | the ωB97M-V functional and the def2-TZVPD basis

```
10
Properties=species:S:1:pos:R:3:forces:R:3
C -1.60380 -0.32625 -1.14445 0.478 1.034 2.513
S 0.11615 -0.03251 -0.65585 0.197 0.167 -2.209
C 0.89680 0.17724 1.09599 -1.413 1.066 0.973
O 0.85589 -1.17174 -1.17757 0.371 -0.772 0.299
O 0.56447 1.25784 -1.26832 -0.888 -1.081 1.553
H -2.19032 0.40511 -0.51830 0.293 0.173 -0.776
H -1.98219 -1.25495 -0.67176 0.727 -0.259 -0.260
H 1.95401 0.18372 0.98138 0.916 0.441 -1.024
H 0.52269 1.20669 1.32101 0.554 -0.736 0.185
H 0.86631 -0.44515 2.03787 -1.234 -0.034 -1.253
```
Positions in Å, forces in eV/Å.

As for the total charge: -1. The energy above the lowest of the compared OMol25 structures with the same formula, charge and spin is 344.0 kJ/mol. As for the highest occupied orbital energy: -3.528 eV. For the gap between HOMO and LUMO, the calculation gives 7.57 eV. Its lowest unoccupied orbital energy is 4.04 eV. As for the SMILES: C=[S@@](C)(=O)[O-].

3.
C3H8INS | the ωB97M-V functional and the def2-TZVPD basis

```
14
Properties=species:S:1:pos:R:3:forces:R:3
C 2.72767 0.12440 -2.16520 -0.731 -0.212 0.166
N 1.62973 0.16630 -1.50035 2.348 1.470 -0.536
S 0.81195 -1.03192 -0.78163 -0.369 -1.011 0.330
C -0.23003 -0.09782 0.33391 -2.126 2.331 0.719
C -1.68328 -0.60848 0.33941 1.131 -0.242 -6.350
H 3.29270 -0.72419 -2.56322 -0.494 -0.566 0.477
H 3.24935 1.03978 -2.41890 -0.525 0.496 -0.017
H 0.02303 -0.00497 1.40073 0.926 -0.534 -0.442
H -0.33810 0.98700 0.03003 0.849 -1.193 -0.188
H -1.70629 -1.57193 -0.22884 -0.122 0.513 0.434
H -2.12185 -0.79430 1.18988 -1.854 -0.783 4.996
H -2.41776 0.02133 -0.24619 0.981 -0.418 0.642
I -1.54251 1.41869 -3.07235 -0.862 -0.193 1.204
H -2.44901 1.13100 -1.66368 0.846 0.342 -1.435
```
Positions in Å, forces in eV/Å.

The energy above the lowest of the compared OMol25 structures with the same formula, charge and spin is 106.2 kJ/mol. As for the highest occupied orbital energy: -8.565 eV. For the gap between HOMO and LUMO, the calculation gives 8.93 eV. Its lowest unoccupied orbital energy is 0.37 eV. As for the SMILES: C=NSCC.I.

4.
C3H4N4S | the ωB97M-V functional and the def2-TZVPD basis

```
12
Properties=species:S:1:pos:R:3:forces:R:3
N -1.70517 1.48937 -0.00168 1.784 0.334 0.449
C -1.37571 0.17000 0.08514 -0.176 1.662 -1.080
S -2.50595 -0.98277 -0.07063 -0.533 -0.966 0.377
C 0.06979 -0.08323 0.05848 -0.184 0.400 0.090
C 0.72425 -1.28723 0.10000 1.647 1.327 -0.757
N 2.05473 -0.92663 -0.05266 -3.023 1.949 1.072
N 2.15177 0.44563 -0.03484 0.332 -0.345 -1.382
N 0.96677 0.97295 -0.06948 0.669 -2.487 1.106
H -2.66726 1.77346 0.02922 -0.053 -0.125 -0.078
H -0.94535 2.20485 -0.00253 -1.081 -0.975 0.089
H 0.37910 -2.29048 0.17245 -0.178 -0.377 -0.038
H 2.85304 -1.48593 -0.21347 0.796 -0.397 0.152
```
Positions in Å, forces in eV/Å.

The energy above the lowest of the compared OMol25 structures with the same formula, charge and spin is 0.0 kJ/mol. As for the highest occupied orbital energy: -8.556 eV. For the gap between HOMO and LUMO, the calculation gives 8.73 eV. Its lowest unoccupied orbital energy is 0.18 eV. As for the SMILES: NC(=S)c1c[nH]nn1.

5.
C19H39BGeIrN6O4PS4 | the ωB97M-V functional and the def2-TZVPD basis

```
76
Properties=species:S:1:pos:R:3:forces:R:3
Ir 0.19886 0.88102 0.09424 0.062 0.461 -0.178
N 0.44750 0.70827 2.54506 0.045 -0.177 0.144
N 1.82028 0.79346 2.84439 -0.053 0.105 0.030
C 2.72408 0.41491 1.82843 -0.094 -0.040 -0.010
O 3.88502 0.19023 2.14148 0.065 -0.011 0.040
O 2.23224 0.36416 0.64354 0.050 -0.071 0.072
H -0.06025 1.43708 3.03117 0.044 0.060 -0.090
H 0.06159 -0.21702 2.76980 -0.006 0.053 0.039
H 2.09433 0.44159 3.75054 0.002 -0.083 -0.040
C -1.60409 4.43499 1.32865 -0.003 -0.037 0.054
N -1.26035 4.51304 -0.07268 -0.002 0.025 -0.009
C -2.04792 5.01735 -1.08170 0.004 -0.010 -0.076
C -1.33104 4.89211 -2.22180 -0.052 -0.003 0.066
N -0.11672 4.32482 -1.91589 0.042 0.029 -0.008
B 1.00880 4.26032 -3.01685 0.011 -0.011 0.022
N 2.11971 3.23453 -2.67185 0.013 0.013 -0.095
C 3.45154 3.56235 -2.59040 0.021 -0.021 0.025
C 4.15503 2.43115 -2.35883 -0.022 0.052 0.026
N 3.24114 1.40499 -2.30425 0.015 0.021 0.062
C 3.55067 0.01368 -2.03056 0.058 -0.032 -0.005
C 2.00526 1.91162 -2.48106 -0.044 -0.025 -0.094
S 0.55396 0.99369 -2.44207 -0.001 0.028 0.035
C -0.08855 4.08298 -0.59710 0.081 -0.012 -0.020
S 1.13118 3.31052 0.33365 -0.044 -0.040 0.044
H -2.61207 4.82189 1.45467 -0.014 0.014 0.017
H -0.90121 5.02132 1.92051 -0.012 -0.011 -0.003
H -1.56816 3.39678 1.65501 -0.022 -0.005 -0.009
H -3.03527 5.39984 -0.89898 -0.021 0.003 0.006
H -1.57790 5.15468 -3.23378 -0.007 0.011 -0.022
H 0.46403 3.97429 -4.05710 -0.016 -0.012 0.013
H 1.55070 5.34349 -3.06954 -0.013 0.011 -0.013
H 3.77777 4.57952 -2.69658 0.009 0.025 0.002
H 5.20490 2.26280 -2.20618 0.022 -0.005 -0.009
H 4.56696 -0.17835 -2.36944 0.012 -0.031 -0.006
H 2.85054 -0.61260 -2.57971 0.005 -0.009 0.009
H 3.45116 -0.17840 -0.96185 0.024 0.013 -0.085
C -0.70543 -5.13664 -1.32394 -0.014 -0.014 0.022
C -0.95377 -5.05837 0.17330 0.074 -0.006 0.024
C -2.28761 -4.42204 0.50938 -0.029 0.043 -0.025
O 0.17384 -4.42321 0.81046 0.037 -0.054 -0.016
P 0.38569 -2.88205 1.23974 0.195 0.027 -0.158
S -0.53282 -2.44196 2.91464 -0.005 -0.095 0.135
S 0.00157 -1.73527 -0.36810 -0.279 -0.299 0.006
O 1.94166 -2.91697 1.58247 -0.067 0.030 0.112
C 3.05909 -3.48786 0.87549 0.085 0.067 0.033
C 3.24427 -4.93570 1.29796 -0.032 0.014 0.020
C 2.99092 -3.32740 -0.62966 -0.011 -0.024 -0.032
H -1.47912 -5.74886 -1.79271 -0.004 0.004 -0.009
H 0.26500 -5.59219 -1.52571 0.005 -0.005 0.007
H -0.72300 -4.14140 -1.76617 0.001 0.033 0.005
H -0.93274 -6.07265 0.58538 -0.003 0.049 0.004
H -2.34414 -3.41410 0.09850 -0.005 0.013 -0.009
H -2.43997 -4.35838 1.58471 0.011 -0.018 0.027
H -3.08393 -5.02532 0.06811 -0.010 -0.005 0.002
H 3.89898 -2.89745 1.25049 -0.028 0.003 -0.026
H 2.43954 -5.55738 0.90799 -0.024 -0.008 -0.014
H 3.24595 -5.01461 2.38489 0.009 0.009 0.009
H 4.19763 -5.30865 0.91786 0.009 -0.003 -0.005
H 2.16177 -3.89303 -1.05541 -0.009 -0.027 0.003
H 3.92461 -3.70082 -1.05772 0.004 0.007 -0.007
H 2.86141 -2.28438 -0.90415 -0.015 -0.015 0.032
C -3.71760 -0.98540 1.70276 -0.071 0.052 -0.009
Ge -3.54349 0.79128 0.90775 -0.004 -0.158 0.049
C -4.93024 0.94897 -0.47850 -0.001 0.031 -0.021
C -4.09094 2.05725 2.32064 0.033 0.053 -0.022
C -1.84155 1.17235 0.10805 -0.031 -0.082 -0.112
H -4.61380 -1.00170 2.32766 -0.010 -0.034 0.003
H -2.85341 -1.25975 2.30338 0.023 0.010 -0.009
H -3.82793 -1.73422 0.91974 0.012 -0.041 -0.038
H -5.91801 0.75967 -0.05419 -0.022 0.001 -0.006
H -4.75080 0.22635 -1.27496 0.004 -0.018 -0.007
H -4.92574 1.94716 -0.91918 -0.007 0.019 -0.005
H -5.02324 1.69219 2.75533 -0.009 0.013 0.033
H -4.27315 3.04925 1.90664 0.001 0.035 0.008
H -3.35163 2.14316 3.11751 0.026 -0.013 0.018
H -1.99159 1.58304 -0.90336 -0.002 0.126 0.042
```
Positions in Å, forces in eV/Å.

As for the total charge: -1. The energy above the lowest of the compared OMol25 structures with the same formula, charge and spin is 0.0 kJ/mol. As for the highest occupied orbital energy (spin up / spin down): -3.413 / -5.105 eV. For the gap between HOMO and LUMO (spin up / spin down), the calculation gives 5.97 / 6.26 eV. The multiplicity is 6. Its lowest unoccupied orbital energy (spin up / spin down) is 2.56 / 1.15 eV.

6.
CH4O2 | the ωB97M-V functional and the def2-TZVPD basis

```
7
Properties=species:S:1:pos:R:3:forces:R:3
C 0.16601 0.05623 0.43241 -2.251 5.337 1.447
O -0.86560 0.76371 0.39576 2.886 -1.664 0.232
O 1.35135 0.54987 0.03506 0.392 -1.578 0.146
H 1.33675 1.43566 -0.35722 -0.807 -0.158 0.101
H -1.36541 -0.84499 -0.53906 0.736 -1.281 -1.657
H 0.20520 -0.82162 1.07306 0.510 -0.496 -0.690
H -0.82830 -1.13886 -1.04001 -1.465 -0.158 0.420
```
Positions in Å, forces in eV/Å.

The energy above the lowest of the compared OMol25 structures with the same formula, charge and spin is 94.2 kJ/mol. As for the highest occupied orbital energy: -10.814 eV. For the gap between HOMO and LUMO, the calculation gives 11.63 eV. Its lowest unoccupied orbital energy is 0.82 eV.

7.
C25H43NO2RuS4Sb | the ωB97M-V functional and the def2-TZVPD basis

```
77
Properties=species:S:1:pos:R:3:forces:R:3
Ru 1.20926 0.14808 0.41899 0.294 0.323 -0.103
C 1.42023 2.07034 3.57228 0.060 0.012 0.032
C 0.72800 2.93078 2.52393 -0.064 -0.023 0.004
S 1.21947 2.74233 0.79097 -0.044 0.158 0.129
C 2.95446 3.25579 0.71235 0.050 0.065 -0.068
C 3.98947 2.31811 1.31853 0.039 0.003 0.039
S 3.83334 0.60711 0.72268 0.135 0.022 0.061
C 4.15819 -0.35439 2.21867 0.012 -0.088 0.067
C 3.29998 -0.06091 3.45247 0.075 0.000 0.046
S 1.53111 0.28494 3.18095 -0.043 0.064 0.035
H 0.86696 2.16925 4.50888 0.010 -0.066 -0.056
H 2.42486 2.43749 3.76858 0.008 -0.058 -0.001
H 0.82734 3.98207 2.80143 0.034 -0.002 -0.046
H -0.34456 2.72036 2.50326 0.068 -0.001 -0.048
H 3.04302 4.24564 1.16428 -0.035 -0.025 0.011
H 3.14291 3.38747 -0.35557 -0.066 -0.042 0.015
H 3.93370 2.31585 2.40275 -0.019 -0.050 0.018
H 4.98348 2.68045 1.05102 -0.029 -0.048 -0.019
H 5.21232 -0.24486 2.48536 -0.067 0.024 -0.036
H 4.02649 -1.38965 1.89829 -0.026 0.084 -0.038
H 3.70360 0.77009 4.02915 -0.028 0.030 -0.030
H 3.34773 -0.92788 4.11420 -0.029 0.041 -0.053
O 1.39767 1.71808 -8.52563 -0.030 0.071 -0.076
C 1.29742 0.55331 -7.87478 0.140 -0.219 -0.030
O 1.17730 -0.48373 -8.45803 -0.070 0.153 0.042
C 1.35937 0.58836 -6.36830 -0.024 -0.069 0.071
C 1.00608 1.70131 -5.60821 -0.003 -0.039 0.023
C 1.04354 1.63991 -4.22823 -0.006 -0.001 0.053
C 1.43687 0.45051 -3.60073 0.036 0.085 -0.129
S 1.44196 0.34214 -1.87838 -0.303 -0.109 0.232
C 1.79805 -0.66714 -4.36553 0.017 -0.076 0.037
C 1.74637 -0.59654 -5.73917 -0.015 0.099 0.006
H 1.64862 2.44298 -7.94198 -0.009 0.021 0.000
H 0.66294 2.61268 -6.08011 -0.002 0.030 -0.016
H 0.75638 2.49127 -3.62789 -0.013 0.048 -0.002
H 2.10410 -1.57542 -3.86658 0.016 -0.045 -0.016
H 1.99422 -1.44783 -6.35562 0.014 -0.046 -0.019
C -2.89106 2.83422 1.24415 0.180 -0.011 0.008
C -3.22331 1.51471 0.55710 0.019 0.189 -0.122
C -4.56177 0.96457 1.02608 -0.013 -0.139 0.022
Sb -1.62850 0.07804 0.75390 0.034 -0.419 0.019
C -1.88698 -0.90340 2.67052 0.149 0.023 0.205
C -1.97846 0.16477 3.76008 0.010 0.137 -0.127
C -3.01805 -1.90665 2.82386 -0.113 -0.116 -0.237
C -2.02198 -1.35127 -0.82720 0.077 -0.060 -0.226
C -2.14735 -0.56746 -2.13344 0.026 0.124 0.005
C -3.21109 -2.28584 -0.68386 -0.155 -0.083 0.226
H -3.68369 3.55933 1.06131 -0.066 0.026 -0.025
H -1.96082 3.26754 0.86953 -0.010 0.020 -0.011
H -2.81042 2.71480 2.32559 -0.002 0.000 0.055
H -3.25237 1.69167 -0.52138 -0.005 -0.077 -0.005
H -4.58315 0.86412 2.11079 -0.020 -0.036 0.050
H -4.80375 -0.00464 0.58998 -0.011 0.024 -0.008
H -5.35648 1.65937 0.75269 -0.037 0.041 -0.022
H -0.93574 -1.43667 2.79632 -0.046 0.079 -0.080
H -2.93888 0.67779 3.72324 -0.059 0.030 0.014
H -1.19912 0.92689 3.68009 0.022 0.001 -0.001
H -1.89019 -0.28714 4.74676 0.012 -0.073 0.075
H -3.99668 -1.45644 2.65534 0.001 -0.003 -0.016
H -3.01179 -2.29854 3.84113 -0.003 -0.022 0.087
H -2.91570 -2.75526 2.14725 -0.013 0.052 0.107
H -1.10323 -1.95456 -0.86283 -0.068 0.145 0.053
H -3.11313 -0.06266 -2.18507 -0.025 0.031 0.011
H -2.10085 -1.24448 -2.98715 0.023 -0.049 -0.027
H -1.36887 0.18717 -2.26425 0.030 -0.003 -0.005
H -4.15658 -1.73974 -0.68006 0.041 -0.015 0.023
H -3.17292 -2.90059 0.21446 -0.007 0.021 -0.114
H -3.23920 -2.95716 -1.54375 -0.012 -0.036 -0.048
C 0.03702 -5.13751 0.58925 -0.079 -0.114 -0.011
C 1.48596 -4.65119 0.59776 0.182 -0.035 -0.031
C 1.55541 -3.20457 0.69982 0.023 0.409 0.128
N 1.58568 -2.05957 0.80133 -0.041 -0.311 -0.106
H 0.03196 -6.22360 0.53920 -0.020 -0.006 -0.006
H -0.50073 -4.75277 -0.27523 -0.012 0.012 -0.013
H -0.48289 -4.83492 1.49569 -0.017 0.006 0.030
H 2.01762 -4.93024 -0.31560 -0.033 -0.055 0.041
H 2.04988 -5.05648 1.44232 -0.046 -0.033 -0.048
```
Positions in Å, forces in eV/Å.

As for the total charge: +2. As for the highest occupied orbital energy (spin up / spin down): -12.889 / -14.073 eV. For the gap between HOMO and LUMO (spin up / spin down), the calculation gives 8.45 / 6.37 eV. The multiplicity is 6. Its lowest unoccupied orbital energy (spin up / spin down) is -4.44 / -7.71 eV.

8.
CH4INS | the ωB97M-V functional and the def2-TZVPD basis

```
8
Properties=species:S:1:pos:R:3:forces:R:3
C -0.03618 -0.28213 -1.24022 -0.160 -0.112 0.535
N 0.18744 -0.08940 1.31450 -0.816 -1.024 5.540
S -1.06348 -0.35538 0.25310 -0.707 0.120 -0.973
I 0.86676 1.92795 1.57312 -0.240 -0.155 -0.039
H -0.69470 -0.41432 -2.09119 -0.075 -0.005 -0.130
H 0.71018 -1.07018 -1.19967 0.036 -0.031 -0.070
H 0.44616 0.69273 -1.28421 -0.021 0.050 -0.079
H -0.41618 -0.40927 2.67457 1.984 1.156 -4.784
```
Positions in Å, forces in eV/Å.

The energy above the lowest of the compared OMol25 structures with the same formula, charge and spin is 276.5 kJ/mol. As for the highest occupied orbital energy: -8.385 eV. For the gap between HOMO and LUMO, the calculation gives 7.55 eV. Its lowest unoccupied orbital energy is -0.83 eV.